# 1
80
Properties=species:S:1:pos:R:3 method="wB97M-V/def2-TZVPD" lumo_energy_ha=-0.19523 gap_ha=0.161 energy_ev=-72108.780 total_charge=+1
N 1.974 -7.457 8.151
C 1.083 -7.456 7.416
O 0.016 -7.409 6.627
N -0.015 -6.183 5.931
C -1.184 -5.889 5.410
C -1.291 -4.684 4.725
C -0.162 -3.874 4.628
C -0.204 -2.545 3.934
C 0.815 -2.362 2.754
C 1.471 -3.650 2.240
Cl 2.263 -3.389 0.660
C 1.009 -4.376 5.256
N 1.079 -5.517 5.881
H -2.044 -6.539 5.536
H -2.232 -4.376 4.279
H -1.215 -2.379 3.551
H 0.009 -1.765 4.677
H 0.232 -1.958 1.917
H 1.561 -1.605 3.006
H 2.268 -3.931 2.938
H 0.767 -4.484 2.172
H 1.911 -3.772 5.195
O -3.277 -0.790 1.387
P -3.194 -0.274 -0.044
N -3.036 1.396 0.408
C -3.397 2.548 -0.401
C -1.822 1.714 1.156
N -4.840 -0.634 -0.467
C -5.854 0.399 -0.569
C -5.415 -1.804 0.189
N -2.817 0.120 -1.721
C -3.449 -0.673 -2.795
C -1.349 -0.012 -1.949
H -2.720 2.710 -1.248
H -3.365 3.450 0.216
H -4.411 2.501 -0.781
H -0.963 1.881 0.494
H -1.565 0.910 1.847
H -1.963 2.616 1.757
H -5.961 0.975 0.360
H -6.824 -0.041 -0.808
H -5.649 1.079 -1.398
H -5.759 -1.580 1.206
H -4.692 -2.618 0.244
H -6.268 -2.176 -0.385
H -3.344 -1.747 -2.635
H -2.990 -0.422 -3.754
H -4.503 -0.435 -2.905
H -1.028 -1.055 -1.863
H -0.783 0.570 -1.221
H -1.069 0.362 -2.932
O 1.040 2.432 -3.164
P 2.548 2.427 -2.945
N 2.405 3.223 -1.394
C 3.403 4.060 -0.753
C 1.732 2.438 -0.368
N 2.899 3.603 -4.173
C 3.180 4.990 -3.857
C 2.042 3.545 -5.356
N 4.273 2.195 -2.625
C 5.218 2.233 -3.760
C 4.482 0.869 -1.981
H 4.269 3.494 -0.384
H 2.956 4.566 0.107
H 3.766 4.857 -1.392
H 2.417 1.735 0.131
H 0.911 1.862 -0.794
H 1.300 3.087 0.398
H 2.368 5.465 -3.290
H 3.335 5.564 -4.772
H 4.117 5.092 -3.307
H 1.081 4.046 -5.193
H 1.844 2.515 -5.647
H 2.538 4.026 -6.203
H 4.904 1.589 -4.583
H 6.206 1.906 -3.426
H 5.355 3.242 -4.135
H 4.250 0.049 -2.666
H 3.845 0.756 -1.100
H 5.512 0.763 -1.644

***

# 2
72
Properties=species:S:1:pos:R:3 method="wB97M-V/def2-TZVPD" lumo_energy_ha=-0.11955 gap_ha=0.238 energy_ev=-42579.624 total_charge=+1
C -0.447 2.968 -2.840
C 0.631 2.609 -1.877
P 1.855 1.112 -2.110
C 2.188 0.413 -3.899
C 1.841 -1.218 -3.784
N 2.811 -1.971 -3.122
C 2.835 0.275 -0.703
C 3.029 1.333 0.573
C 2.855 0.416 1.960
C 3.443 1.232 3.277
C 2.814 2.740 3.412
C 1.164 2.777 3.153
O 0.564 -0.049 -1.996
C -0.335 0.209 -0.863
C -0.843 -1.298 -0.342
C -0.552 -1.385 1.302
O -2.323 -1.382 -0.473
C 3.227 2.466 -2.400
F 4.601 1.955 -2.195
C 2.999 3.295 -3.796
C 4.098 3.014 -4.973
H -0.271 3.401 -3.932
H -1.555 2.750 -2.505
H 0.727 3.278 -0.904
H 1.512 0.952 -4.698
H 3.347 0.451 -4.166
H 0.886 -1.707 -4.252
H 2.528 -2.977 -3.090
H 2.237 -0.645 -0.233
H 3.873 -0.205 -1.046
H 4.040 1.921 0.537
H 2.070 2.025 0.548
H 3.411 -0.626 1.875
H 1.711 0.140 2.149
H 3.212 0.578 4.227
H 4.611 1.354 3.070
H 3.316 3.394 2.559
H 3.003 3.250 4.455
H 1.017 3.231 2.079
H 0.683 1.717 3.293
H 0.641 3.520 3.916
H 0.191 0.684 0.085
H -1.341 0.770 -1.160
H -0.278 -2.170 -0.884
H 0.545 -1.750 1.537
H -0.661 -0.326 1.825
H -1.320 -2.095 1.854
H -2.684 -0.585 0.056
H 3.038 3.251 -1.520
H 1.932 3.165 -4.281
H 3.081 4.455 -3.528
H 5.120 2.569 -4.620
H 3.586 2.386 -5.845
H 4.357 4.070 -5.466
C -6.420 -4.272 1.809
C -5.210 -3.615 1.160
C -3.970 -3.593 2.067
O -4.125 -2.589 3.078
C -4.608 -3.088 4.324
N -5.562 -2.192 0.858
H -6.850 -3.661 2.607
H -7.210 -4.434 1.065
H -6.155 -5.248 2.229
H -4.984 -4.106 0.208
H -3.107 -3.286 1.466
H -3.733 -4.578 2.482
H -4.362 -4.142 4.483
H -5.689 -2.945 4.372
H -4.156 -2.496 5.125
H -6.495 -2.074 0.448
H -4.870 -1.755 0.234
H -5.516 -1.658 1.743

***

# 3
95
Properties=species:S:1:pos:R:3 method="wB97M-V/def2-TZVPD" lumo_energy_ha="0.06298 / 0.06297" spin_multiplicity=2 gap_ha="0.094 / 0.212" energy_ev=-80089.631 total_charge=-1 s_squared=0.754
C 0.165 -0.937 -0.078
O 0.265 0.276 -0.840
C 0.552 1.526 -0.373
O 0.705 1.787 0.838
O 0.551 2.409 -1.361
C 0.828 3.775 -1.049
H -0.357 -0.854 0.875
H 1.106 -1.411 0.202
H -0.242 -1.805 -0.595
H 0.129 4.222 -0.342
H 0.778 4.431 -1.918
H 1.779 4.122 -0.644
C 0.089 -9.244 2.947
O 0.853 -8.015 2.929
C 0.118 -6.855 2.729
O -1.089 -6.761 2.596
O 0.997 -5.839 2.480
C 0.541 -4.572 2.070
H -0.317 -9.615 2.006
H -0.665 -9.187 3.732
H 0.757 -10.057 3.231
H -0.121 -4.163 2.833
H 0.029 -4.755 1.125
H 1.260 -3.753 2.041
C -2.763 -9.404 0.488
O -1.890 -8.327 0.187
C -2.395 -7.232 -0.382
O -3.539 -7.256 -0.906
O -1.442 -6.227 -0.409
C -1.799 -5.066 -1.147
H -2.621 -10.183 -0.262
H -3.744 -8.979 0.699
H -2.409 -9.994 1.333
H -0.893 -4.503 -1.368
H -2.489 -4.437 -0.585
H -2.273 -5.296 -2.102
C 2.722 3.610 -7.267
O 2.786 4.636 -6.196
C 1.912 4.637 -5.157
O 2.041 5.333 -4.187
O 0.762 4.006 -5.535
C -0.360 4.103 -4.723
H 3.266 2.730 -6.925
H 3.285 3.942 -8.140
H 1.712 3.379 -7.605
H -0.859 5.070 -4.796
H -0.143 3.905 -3.673
H -1.085 3.332 -4.984
C -5.871 5.594 1.668
O -4.781 5.139 0.921
C -3.409 5.254 1.296
O -2.382 5.023 0.656
O -3.388 5.649 2.611
C -2.246 6.059 3.173
H -6.038 6.647 1.894
H -5.815 5.096 2.635
H -6.805 5.172 1.296
H -1.814 6.893 2.620
H -1.536 5.232 3.201
H -2.535 6.366 4.178
C -0.189 7.182 -0.581
N 0.730 7.319 -1.755
O 1.954 7.385 -1.500
O 0.342 7.537 -2.903
H -1.157 6.747 -0.834
H -0.286 8.159 -0.108
H 0.378 6.502 0.054
C 3.902 -1.481 2.335
N 4.857 -0.491 2.745
O 5.229 0.226 1.875
O 5.150 -0.405 3.937
H 3.089 -1.138 1.696
H 3.494 -1.938 3.237
H 4.531 -2.270 1.922
C 2.769 -0.621 -3.385
N 3.451 -0.969 -2.034
O 3.509 -2.178 -1.671
O 3.779 -0.035 -1.317
H 2.571 -1.607 -3.805
H 3.470 -0.086 -4.026
H 1.797 -0.159 -3.212
C -3.514 -4.503 2.435
N -3.276 -3.034 2.211
O -3.669 -2.273 3.148
O -2.578 -2.587 1.291
H -4.291 -4.792 3.143
H -2.641 -5.015 2.840
H -3.901 -4.910 1.502
C 2.565 3.415 2.656
N 3.401 3.658 1.411
O 3.577 4.855 1.119
O 3.925 2.761 0.823
H 1.795 4.185 2.627
H 3.099 3.556 3.596
H 2.261 2.371 2.584